# 1
ORCA calculation (ωB97M-V/def2-TZVPD) on a cluster of 4 separate species, C51H57F4NO15S in total in a non-equilibrium geometry.

Atoms and positions in Å:
C 3.47239 -3.66760 3.09906
C 2.44786 -3.02414 4.20201
C 3.19015 -1.73398 4.79368
C 2.24479 -0.62943 5.47323
C 0.76266 -0.51595 4.89593
N 0.62610 -0.04287 3.48507
C 1.80008 0.69123 2.98051
C 2.75067 0.07785 1.89808
C 3.98470 0.87898 1.33983
C 4.82861 0.14838 0.20001
C 4.10096 0.24268 -1.25661
C 3.73178 1.74211 -1.69493
C 2.42408 1.78544 -2.67520
C 2.79832 1.92731 -4.23260
O 2.01924 2.89655 -4.96875
C 0.59583 2.69065 -4.82683
C 0.10336 1.17978 -5.07924
C 4.36937 2.29426 1.83681
C 5.58775 3.18465 1.33318
F 5.40619 3.72392 -0.00847
C 7.03197 2.50245 1.43964
C 7.14072 1.29664 2.49483
C 3.41857 2.92542 2.92660
C 2.18349 2.15035 3.45374
S 0.97304 2.85984 4.69425
C -0.64146 2.30576 3.92222
C -1.88736 3.21167 3.77946
C -1.84517 4.72101 4.30298
C -1.81317 5.74200 3.07051
O -3.09040 5.69628 2.35722
C -0.68082 5.44954 1.97803
F 0.59440 5.14386 2.50249
F -0.52013 6.66438 1.21274
F -1.04493 4.44700 1.02219
C -3.13325 2.56171 3.06441
C -3.12320 1.08994 2.55235
C -1.84027 0.18473 2.71594
C -1.95548 -1.30497 2.16502
C -3.08081 -1.99126 3.27617
C -3.30323 -3.64513 3.08159
O -4.36030 -2.51460 2.66161
C -0.60329 0.81831 3.38528
H 4.33326 -4.24130 3.57834
H 3.83493 -2.81711 2.40612
H 2.83643 -4.35909 2.44582
H 2.33196 -3.78081 5.05494
H 1.48542 -2.81736 3.62763
H 3.90064 -2.11753 5.62554
H 3.88516 -1.21404 4.03412
H 2.82294 0.37259 5.51008
H 2.13723 -0.93452 6.58698
H 0.24362 -1.53172 5.10094
H 0.19943 0.23663 5.57461
H 2.53224 -0.96747 1.49938
H 5.93068 0.43109 0.15607
H 4.80360 -0.98209 0.45807
H 4.74179 -0.25094 -2.08284
H 3.10655 -0.35223 -1.25678
H 3.48134 2.44638 -0.83098
H 4.64899 2.14698 -2.27463
H 1.81342 2.71852 -2.36859
H 1.78384 0.83719 -2.51124
H 2.80517 0.87615 -4.69027
H 3.89372 2.29310 -4.27667
H 0.18614 3.00677 -3.79643
H 0.04631 3.35757 -5.60596
H 0.53855 0.86245 -6.09683
H 0.47668 0.43701 -4.29261
H -1.04608 1.14676 -5.20465
H 5.61439 4.11378 2.02289
H 7.89331 3.25451 1.61083
H 7.25264 2.04194 0.39853
H 6.72914 0.29728 2.12340
H 8.24348 1.11055 2.76867
H 6.55569 1.60021 3.43039
H 3.66699 3.97929 3.29715
H -0.95722 4.82359 5.01147
H -2.80084 4.91675 4.91742
H -1.67194 6.81860 3.45381
H -2.94242 6.01305 1.43408
H -4.06076 3.20307 2.90527
H -4.07614 0.71690 2.03418
H -1.00656 -1.92688 2.25912
H -2.46880 -1.39242 1.14787
H -3.09264 -1.55805 4.39466
H -4.08233 -4.08737 3.79424
H -2.85428 -4.17272 2.17907
O -0.49148 -1.49021 -4.25616
C -0.80719 -2.51465 -4.83728
C -1.95023 -2.57787 -5.75365
C -2.27407 -3.72292 -6.35837
O -3.33101 -3.79604 -7.21362
C -1.49488 -4.97200 -6.12499
O -1.83063 -6.00403 -6.68025
C -0.33729 -4.90330 -5.22726
C -0.01140 -3.75753 -4.62528
O 1.06216 -3.67745 -3.79094
H -2.50859 -1.66504 -5.91259
H -3.35663 -4.72523 -7.51576
H 0.23032 -5.81253 -5.08024
H 1.08382 -2.74977 -3.48422
O -3.21832 7.54501 -10.29464
C -2.88772 6.63238 -9.55724
C -2.28360 6.86420 -8.24128
C -1.91967 5.83744 -7.46967
O -1.36014 6.03856 -6.24473
C -2.10891 4.42673 -7.91410
O -1.74815 3.51300 -7.19143
C -2.73494 4.19482 -9.21965
C -3.10185 5.22158 -9.98944
O -3.68648 5.02192 -11.20287
H -2.14994 7.89209 -7.93201
H -1.18616 5.14539 -5.88790
H -2.88273 3.16677 -9.52257
H -3.85382 5.91597 -11.56056
O -3.03768 -8.80747 5.26491
C -4.21743 -8.51374 5.17627
C -5.28988 -9.45595 5.51220
C -6.57053 -9.10141 5.38582
O -7.57663 -9.96459 5.69635
C -6.95701 -7.74657 4.89927
O -8.13636 -7.46369 4.77881
C -5.88476 -6.79604 4.58611
C -4.60423 -7.14954 4.71581
O -3.59679 -6.27701 4.43121
H -4.99599 -10.43648 5.86194
H -8.40339 -9.47408 5.51948
H -6.17901 -5.81015 4.25085
H -2.77022 -6.77036 4.60242

Results
calculated total energy: -107702.232 eV
E_HOMO: -8.17 eV
2S+1: 1

=====

# 2
ORCA calculation (ωB97M-V/def2-TZVPD) on a structure of composition C51H58BaI2N2O6PS2Te in a non-equilibrium geometry.

Atoms and positions in Å:
Ba 0.06441 -0.31213 0.24192
I 2.23698 3.39737 2.61037
C 0.50721 4.01204 1.57594
C 0.13779 5.38193 1.58500
C -0.97556 5.81218 0.92975
I -1.57800 8.01354 1.06838
C -1.75093 4.86521 0.20701
C -2.91527 5.19186 -0.52208
C -3.61257 4.21370 -1.17248
C -3.14016 2.88673 -1.11852
N -2.05495 2.53076 -0.48505
C -1.36028 3.49005 0.19196
C -0.21148 3.03308 0.92322
O 0.08897 1.74615 0.93770
H 0.75646 6.09633 2.12535
H -3.25039 6.22155 -0.54698
H -4.51836 4.45154 -1.71829
H -3.68359 2.08256 -1.61879
O -2.00530 0.42474 3.26346
H -2.40821 0.21142 2.41585
H -1.13221 0.78065 3.04674
O 0.66291 -1.54215 -1.75978
H 0.20467 -1.30632 -2.59954
H 1.14398 -2.36718 -1.90009
S 2.31971 -1.20888 2.02983
C 1.48891 -4.05501 1.98634
C 2.50427 -3.64837 0.91721
O 2.84210 -4.55281 0.09079
N 2.95720 -2.39189 0.87929
Te 4.06679 -2.09759 -1.44086
C 5.29974 -2.00436 -3.30855
C 5.97652 -0.88730 -3.83020
C 5.75427 0.50699 -3.29186
C 6.85800 -1.02811 -4.90693
C 7.09086 -2.25373 -5.50644
C 8.07216 -2.40528 -6.64234
C 6.38383 -3.35140 -5.02714
C 5.49982 -3.24485 -3.95634
C 4.74142 -4.48829 -3.53490
C 5.36734 -0.75649 -0.42925
C 6.62111 -1.23333 -0.01751
C 7.10458 -2.62570 -0.34922
C 7.43939 -0.41384 0.75878
C 7.04430 0.86022 1.14470
C 7.92606 1.72707 2.00908
C 5.80233 1.31655 0.72780
C 4.95360 0.53148 -0.04811
C 3.60473 1.10637 -0.39628
H 1.25521 -5.11154 1.85664
H 0.58494 -3.45169 1.88041
H 1.87894 -3.86322 2.98792
H 4.77621 0.58039 -2.82344
H 5.81625 1.24272 -4.09990
H 6.49772 0.77156 -2.53488
H 7.36487 -0.14454 -5.29069
H 8.35303 -1.43344 -7.05209
H 7.65009 -3.00896 -7.44921
H 8.98478 -2.90467 -6.30470
H 6.52865 -4.32131 -5.49892
H 5.16156 -5.37865 -4.00835
H 3.68832 -4.41266 -3.83070
H 4.74550 -4.62075 -2.45031
H 6.46898 -3.36670 0.14087
H 8.13576 -2.76224 -0.01539
H 7.05432 -2.81734 -1.42282
H 8.40363 -0.79283 1.08911
H 8.83408 1.19671 2.30118
H 7.39729 2.02792 2.91689
H 8.21742 2.64018 1.48358
H 5.46892 2.30810 1.02728
H 3.63268 2.19819 -0.40497
H 2.89483 0.78562 0.37603
H 3.24939 0.74013 -1.36043
O -2.48697 -1.64896 -0.26356
P -2.89708 -2.97444 0.30195
C -4.45547 -3.55831 -0.40515
C -5.02730 -4.76045 -0.00834
C -6.19574 -5.20811 -0.60713
C -6.79793 -4.45568 -1.60695
C -6.22452 -3.26475 -2.01203
C -5.04723 -2.81956 -1.41649
C -1.70215 -4.28266 0.01160
C -0.91033 -4.15719 -1.12862
C 0.02017 -5.13575 -1.44486
C 0.13236 -6.26386 -0.64866
C -0.69906 -6.42464 0.45008
C -1.61764 -5.43981 0.78286
C -3.18759 -2.88517 2.07874
C -4.42938 -2.41212 2.51665
C -4.68338 -2.26907 3.87083
C -3.70562 -2.60991 4.79717
C -2.47860 -3.09345 4.37026
C -2.21518 -3.23056 3.01495
H -4.55783 -5.34416 0.77614
H -6.64168 -6.14296 -0.29235
H -7.71360 -4.80253 -2.06964
H -6.69455 -2.67780 -2.79020
H -4.57917 -1.88937 -1.71904
H -1.03095 -3.27762 -1.74707
H 0.66916 -5.01881 -2.30378
H 0.87400 -7.01558 -0.88341
H -0.61709 -7.31185 1.06595
H -2.24161 -5.55729 1.66135
H -5.18723 -2.14583 1.78823
H -5.64089 -1.89034 4.20435
H -3.90004 -2.48932 5.85526
H -1.71686 -3.35823 5.09157
H -1.24351 -3.58632 2.69318
C -1.37243 1.94578 -5.52537
C -2.02138 1.90839 -4.15211
S -1.04467 0.94363 -2.96659
O -0.64778 -0.29830 -3.75113
C 0.45731 2.00887 -2.90720
C 1.61544 1.37578 -3.66877
H -2.08582 2.29880 -6.27091
H -1.04729 0.94247 -5.80480
H -0.50381 2.60531 -5.54206
H -2.98525 1.39704 -4.18396
H -2.15966 2.89494 -3.70512
H 0.68662 2.10789 -1.84062
H 0.19336 2.99647 -3.28548
H 1.93703 0.44573 -3.19989
H 2.46136 2.06400 -3.68074
H 1.33674 1.14196 -4.69542

Results
calculated total energy: -124244.428 eV
E_HOMO (spin up / spin down): 0.52 / -1.44 eV
charge: -2
2S+1: 2

=====

# 3
ORCA calculation (ωB97M-V/def2-TZVPD) on a structure of composition C51H59CdClN3O8Se.

Atoms and positions in Å:
Cd -1.66954 0.91815 -0.27105
C -3.73457 1.81437 3.82254
O -4.66702 1.16493 2.92429
C -4.04248 1.12547 1.73195
N -2.85626 1.55005 1.65719
C -2.43068 1.93634 3.00635
C -1.79684 3.30080 3.10123
C -1.50410 4.05918 1.97880
C -0.91295 5.30733 2.12059
C -0.59417 5.79769 3.37684
C -0.87710 5.03593 4.50380
C -1.47990 3.79676 4.36341
C -4.83045 0.53801 0.61641
C -6.16983 0.23027 0.80266
C -6.87154 -0.29559 -0.26810
C -6.20394 -0.50668 -1.46082
C -4.85406 -0.18771 -1.53471
N -4.17704 0.33740 -0.52310
C -4.09881 -0.45192 -2.78496
N -2.85481 -0.62850 -2.86524
C -2.55407 -0.92781 -4.27971
C -3.94242 -0.91552 -4.95692
O -4.86768 -0.57954 -3.89859
C -1.55941 0.05089 -4.85548
C -1.71098 1.41665 -4.64540
C -0.76319 2.30504 -5.12809
C 0.33180 1.83589 -5.84381
C 0.47800 0.47547 -6.07248
C -0.46587 -0.41264 -5.57437
H -3.64560 1.19330 4.71095
H -4.14600 2.79046 4.08312
H -1.69554 1.18882 3.32244
H -1.74007 3.69072 0.99353
H -0.69531 5.88830 1.23448
H -0.12206 6.76605 3.47931
H -0.62340 5.40521 5.48921
H -1.68573 3.20129 5.24707
H -6.63547 0.42038 1.75744
H -7.92217 -0.53547 -0.17467
H -6.69913 -0.91665 -2.32887
H -2.11306 -1.92656 -4.33314
H -4.22840 -1.89032 -5.35107
H -4.02755 -0.15909 -5.73654
H -2.53451 1.78757 -4.05003
H -0.86973 3.36038 -4.91261
H 1.07978 2.52958 -6.20690
H 1.33881 0.10211 -6.61227
H -0.32969 -1.48011 -5.70909
C 5.18721 1.77761 -2.98092
C 5.30906 1.03489 -1.64426
C 6.42338 1.69575 -0.83341
C 5.71372 -0.41905 -1.91923
C 3.96727 1.06387 -0.91673
C 2.83481 0.52440 -1.51684
C 1.61061 0.55284 -0.88121
Se 0.13183 -0.28320 -1.75725
C 0.05028 -1.85675 -0.64196
C 1.04225 -2.79454 -0.84017
C 1.14366 -3.92817 -0.04003
C 0.20793 -4.04080 0.98138
C -0.79651 -3.11173 1.23731
C -0.95030 -1.99597 0.36833
O -1.94357 -1.17881 0.48721
C -1.69418 -3.37223 2.46103
C -0.80513 -3.65373 3.68485
C -2.57867 -4.59554 2.18834
C -2.61539 -2.21167 2.86548
C 2.24915 -4.94935 -0.29861
C 3.61810 -4.26246 -0.20468
C 2.08782 -5.54184 -1.70444
C 2.22326 -6.09869 0.70837
C 1.40306 1.15845 0.39347
O 0.21890 1.27730 0.91214
C 2.58111 1.59951 1.05514
C 3.79260 1.57063 0.36544
C 2.59203 2.15692 2.48703
C 1.44628 1.62770 3.35591
C 3.89628 1.76939 3.20846
C 2.50079 3.68608 2.42612
H 6.14568 1.78235 -3.50690
H 4.87529 2.81049 -2.81788
H 4.44780 1.30899 -3.63178
H 7.35491 1.66689 -1.40353
H 6.59485 1.18103 0.11329
H 6.19506 2.74005 -0.61472
H 6.66377 -0.46153 -2.45944
H 4.96183 -0.93258 -2.51979
H 5.82202 -0.97081 -0.98355
H 2.89665 0.06280 -2.49722
H 1.76474 -2.61793 -1.63060
H 0.26568 -4.90087 1.63523
H -0.18342 -4.54000 3.55863
H -1.42888 -3.80947 4.56898
H -0.14393 -2.80658 3.87385
H -1.98060 -5.48228 1.97195
H -3.22622 -4.40998 1.32969
H -3.21007 -4.81286 3.05526
H -2.04847 -1.29300 3.01751
H -3.10489 -2.48658 3.80592
H -3.37221 -2.00291 2.11415
H 3.71393 -3.45763 -0.93385
H 4.42236 -4.98047 -0.38769
H 3.76140 -3.82587 0.78495
H 2.12976 -4.76241 -2.46627
H 1.12526 -6.04788 -1.79976
H 2.88206 -6.26372 -1.91279
H 2.35821 -5.74093 1.73032
H 3.03444 -6.79666 0.48788
H 1.28406 -6.65252 0.66369
H 4.65913 1.96573 0.87480
H 1.45037 0.53580 3.38998
H 0.48017 1.94010 2.97688
H 1.57770 2.00852 4.37367
H 4.08882 0.69912 3.11721
H 3.81058 2.01448 4.26955
H 4.76852 2.30247 2.82863
H 1.55540 3.99198 1.97903
H 3.31283 4.09817 1.82351
H 2.55854 4.11789 3.43023
O -3.78231 2.63986 -2.30606
Cl -2.84409 3.64337 -1.83916
O -2.68315 4.68150 -2.81518
O -3.29498 4.17786 -0.57770
O -1.53148 2.97854 -1.62272

Results
calculated total energy: -157126.008 eV
E_HOMO: -4.33 eV
charge: -1
2S+1: 1

=====

# 4
ORCA calculation (ωB97M-V/def2-TZVPD) on a structure of composition C51H59N3O2PSb2Se2SiTl in a non-equilibrium geometry.

Atoms and positions in Å:
Tl 0.06082 -0.90802 -0.41484
C 0.67642 3.22518 1.27636
C 2.11392 2.81398 1.53366
C 2.39842 1.35008 1.22646
Sb 2.06332 0.03168 2.92206
C 2.48552 -1.76242 1.77826
C 3.69182 -1.89242 1.10946
C 3.97492 -3.03642 0.38366
C 3.04262 -4.05562 0.29566
C 1.83832 -3.93782 0.96546
C 1.56672 -2.80182 1.71366
C 4.17502 0.07288 3.55466
C 4.66302 -1.03632 4.23506
C 5.96272 -1.07692 4.70596
C 6.80212 0.00718 4.51286
C 6.33572 1.11578 3.83006
C 5.03052 1.14858 3.36516
Sb -0.76128 1.86108 2.14996
C -0.48198 2.73878 4.17116
C -0.74068 4.07678 4.42896
C -0.59438 4.60678 5.69996
C -0.17038 3.80338 6.74336
C 0.09462 2.46778 6.50196
C -0.07048 1.94418 5.23046
C -2.53348 3.08148 1.87966
C -3.74818 2.44808 2.09416
C -4.94298 3.11288 1.88416
C -4.93948 4.43468 1.47416
C -3.73328 5.07878 1.26586
C -2.54228 4.39838 1.45636
H 0.46512 3.23128 0.20866
H 0.50272 4.22888 1.66806
H 2.36972 3.03428 2.57916
H 2.77162 3.43718 0.91106
H 3.43582 1.21698 0.91376
H 1.75502 1.02038 0.40596
H 4.42312 -1.09392 1.15986
H 4.92842 -3.12972 -0.12204
H 3.25862 -4.93282 -0.29624
H 1.10312 -4.72532 0.90396
H 0.65112 -2.75012 2.28006
H 4.01042 -1.88882 4.38526
H 6.33182 -1.95802 5.21586
H 7.81142 -0.01092 4.90136
H 6.99882 1.95298 3.65216
H 4.67802 2.02868 2.84326
H -1.07568 4.71898 3.62476
H -0.81708 5.65128 5.87946
H -0.05408 4.21488 7.73696
H 0.42352 1.82938 7.30996
H 0.12242 0.89208 5.06136
H -3.75678 1.41058 2.40486
H -5.88168 2.59638 2.02986
H -5.87158 4.95878 1.30246
H -3.71788 6.10798 0.93406
H -1.61078 4.89618 1.22906
Se -1.34668 -4.03782 -0.97624
P -3.15568 -2.98712 -0.45444
Se -3.30108 -1.76262 1.30426
C -3.70338 -1.96672 -1.85814
C -2.76858 -1.39372 -2.70454
C -3.18498 -0.56522 -3.73094
C -4.53238 -0.30152 -3.90544
C -5.46398 -0.84952 -3.03804
C -5.05078 -1.67252 -2.00994
C -4.39528 -4.32382 -0.23624
C -5.20298 -4.83612 -1.24224
C -6.03648 -5.90922 -0.97454
C -6.04988 -6.49302 0.28166
C -5.22038 -6.00462 1.27756
C -4.40138 -4.92472 1.01596
H -1.71068 -1.60102 -2.57034
H -2.44928 -0.11932 -4.38484
H -4.85658 0.35938 -4.69564
H -6.51428 -0.62322 -3.15184
H -5.76318 -2.07592 -1.30274
H -5.18688 -4.39502 -2.22894
H -6.67318 -6.30202 -1.75564
H -6.69298 -7.34032 0.48046
H -5.20608 -6.46452 2.25746
H -3.75768 -4.52402 1.78896
O -0.73448 -1.13882 3.48866
H -1.09298 -1.36452 2.61466
H -1.50668 -0.89862 4.00596
O -1.27018 1.36738 -0.54544
N -2.43158 1.33238 -1.12224
C -3.02358 2.45378 -1.46994
C -4.31338 2.40888 -2.02294
N -5.37128 2.47128 -2.47614
C -2.47648 3.75288 -1.45554
N -1.98568 4.78998 -1.56724
C 3.83992 -0.05662 -2.05354
Si 2.00802 -0.23972 -2.73054
C 1.85402 1.46958 -3.73644
C 1.79502 2.57718 -2.68694
C 0.54992 1.52508 -4.52904
C 3.00502 1.79868 -4.68664
C 2.27242 -1.79942 -3.94384
C 3.40622 -1.69102 -4.96284
C 2.58422 -2.99162 -3.03794
C 0.98572 -2.12882 -4.69644
H 4.60162 0.12378 -2.81064
H 4.11602 -0.96452 -1.52704
H 3.91552 0.75058 -1.32954
H 0.98812 2.39038 -1.98394
H 1.61992 3.54638 -3.15704
H 2.72902 2.63008 -2.13344
H -0.30508 1.36448 -3.87574
H 0.52832 0.76728 -5.31034
H 0.43092 2.50198 -5.00534
H 3.96362 1.72088 -4.17984
H 2.90992 2.82308 -5.05954
H 3.01012 1.12928 -5.54364
H 4.33812 -1.39342 -4.48884
H 3.16852 -0.96512 -5.73594
H 3.57262 -2.65602 -5.45364
H 3.53522 -2.84802 -2.53094
H 2.64142 -3.91762 -3.61554
H 1.81792 -3.11932 -2.27424
H 0.71162 -1.33102 -5.38264
H 0.16672 -2.27442 -3.99694
H 1.09752 -3.05052 -5.27334

Results
calculated total energy: -228037.752 eV
E_HOMO: -1.40 eV
charge: -2
2S+1: 1